# C12H11N3

A single C12H11N3 molecule in a non-equilibrium geometry (ωB97M-V with the def2-TZVPD basis set, the OMol25 dataset).

```
26
Properties=species:S:1:pos:R:3:mulliken_charge:R:1
C 2.94 0.94 1.03 -1.527
C 1.64 1.09 0.04 -0.361
C 2.08 0.26 -1.10 -0.548
C 1.89 -1.06 -1.10 -0.321
C 1.35 -1.69 0.07 -0.526
C 0.49 -0.90 0.68 -0.932
C 0.22 0.43 0.17 0.966
C -1.03 0.96 -0.18 0.206
C -1.28 2.33 -0.47 0.007
N -1.68 3.38 -0.71 -0.502
N -2.15 0.14 0.00 0.110
C -2.19 -1.10 -0.56 -0.234
C -3.48 -1.59 -0.34 -0.568
N -4.14 -0.70 0.49 -0.640
C -3.35 0.35 0.60 -0.024
H 2.78 1.36 1.97 0.424
H 3.72 1.25 0.40 0.451
H 2.98 -0.05 1.35 0.382
H 1.61 2.10 -0.19 0.607
H 2.62 0.78 -1.84 0.546
H 2.13 -1.76 -1.98 0.333
H 1.58 -2.58 0.53 0.582
H 0.07 -1.23 1.62 0.411
H -1.34 -1.52 -1.04 0.424
H -4.01 -2.45 -0.70 0.415
H -3.45 1.26 1.25 0.319
```

Orbital gap (eV): 8.30
Molecular weight (u): 197.2
ΔE to the lowest compared entry with this formula, charge and spin (kJ/mol): 420.1
LUMO level (eV): -0.5
Max |F| (eV/A): 4.12
HOMO (eV): -8.8
Calculated total energy (eV): -17088.608

=====

# C3H4N2O2

A single C3H4N2O2 molecule in a non-equilibrium geometry (ωB97M-V with the def2-TZVPD basis set, the OMol25 dataset).

```
11
Properties=species:S:1:pos:R:3:mulliken_charge:R:1
O 2.11 -1.25 0.11 -0.392
C 1.38 -0.31 0.12 0.590
N 1.33 0.92 -0.22 -0.429
C -0.08 1.31 -0.37 -0.132
N -0.55 0.67 0.84 -0.289
C -0.62 -0.66 0.73 -0.136
O -1.37 -1.20 -0.29 -0.451
H -0.53 0.93 -1.29 0.237
H -0.16 2.39 -0.28 0.267
H -0.69 -1.24 1.65 0.395
H -0.82 -1.56 -1.00 0.340
```

Orbital gap (eV): 8.35
Molecular weight (u): 100.1
ΔE to the lowest compared entry with this formula, charge and spin (kJ/mol): 477.5
LUMO level (eV): -1.5
Max |F| (eV/A): 5.40
HOMO (eV): -9.8
Calculated total energy (eV): -10247.316

=====

# C18H23N6O6PPd

A molecular structure, C18H23N6O6PPd (ωB97M-V with the def2-TZVPD basis set, the OMol25 dataset).

```
55
Properties=species:S:1:pos:R:3:mulliken_charge:R:1
Pd -0.56 0.69 -0.18 1.076
C -3.82 -2.06 -0.57 -1.026
C -4.08 -2.00 -1.93 -0.517
C -3.32 -1.15 -2.72 -0.795
C -2.34 -0.38 -2.14 0.550
N -2.10 -0.43 -0.81 0.178
C -2.81 -1.27 -0.05 -0.199
C -1.45 0.54 -2.89 0.705
C -1.55 0.78 -4.25 -0.710
C -0.67 1.66 -4.84 -0.479
C 0.29 2.29 -4.06 -0.855
C 0.33 2.01 -2.71 -0.231
N -0.51 1.15 -2.14 -0.045
H -4.37 -2.72 0.08 0.473
H -4.85 -2.61 -2.37 0.460
H -3.50 -1.09 -3.78 0.383
H -2.56 -1.30 1.00 0.459
H -2.31 0.29 -4.84 0.405
H -0.73 1.86 -5.90 0.457
H 0.99 2.99 -4.49 0.441
H 1.05 2.47 -2.04 0.559
C -2.81 1.61 2.39 -1.510
C -1.71 0.65 2.66 -0.116
N -0.82 0.20 1.79 0.655
C 0.01 -0.69 2.44 -0.165
C -0.38 -0.75 3.75 0.487
N -1.47 0.07 3.85 -0.036
C 0.10 -1.42 4.99 0.392
O 1.21 -2.13 4.91 -0.534
O -0.56 -1.30 5.99 -0.575
C 1.18 -1.26 1.74 0.990
O 2.08 -1.82 2.44 -1.051
O 1.25 -1.08 0.51 -0.591
H -2.73 1.98 1.37 0.208
H -2.76 2.46 3.07 0.437
H -3.78 1.13 2.52 0.376
H -1.96 0.20 4.72 0.277
H 1.62 -2.05 4.01 0.392
N 2.82 3.91 2.42 -0.198
C 3.19 3.34 1.08 -0.848
P 2.35 1.67 1.07 1.400
O 2.29 1.37 2.53 -1.055
O 1.11 1.89 0.23 -0.698
C 3.55 0.50 0.30 -1.132
N 4.05 -0.48 1.30 -0.117
H 2.68 3.09 3.04 0.341
H 1.94 4.42 2.38 0.354
H 3.53 4.55 2.80 0.370
H 4.28 3.23 1.07 0.440
H 2.88 4.01 0.29 0.364
H 4.40 1.04 -0.11 0.614
H 3.05 -0.05 -0.49 0.368
H 4.44 -0.02 2.12 0.362
H 4.76 -1.08 0.89 0.410
H 3.27 -1.14 1.71 0.102
```

Orbital gap (eV): 8.53
Molecular weight (u): 556.8
ΔE to the lowest compared entry with this formula, charge and spin (kJ/mol): 0.0
LUMO level (eV): -6.0
Max |F| (eV/A): 0.33
Charge: +2
HOMO (eV): -14.5
Calculated total energy (eV): -53025.111

=====

# C13H10F5LaNO

A molecular structure, C13H10F5LaNO in a non-equilibrium geometry (ωB97M-V with the def2-TZVPD basis set, the OMol25 dataset).

```
31
Properties=species:S:1:pos:R:3:mulliken_charge:R:1
C -0.54 0.90 -3.52 -0.705
C 0.83 0.81 -3.12 -0.777
C 1.00 1.58 -1.91 -0.598
C -0.27 2.15 -1.58 -0.415
C -1.21 1.74 -2.56 -0.421
La -0.63 -0.62 -1.29 1.142
N -3.26 0.41 -1.39 -0.573
C 0.85 -2.47 -1.51 -0.686
C 1.90 -1.87 -2.13 -0.971
H 1.95 1.75 -1.39 0.377
H 1.61 0.28 -3.64 0.761
H -0.45 2.87 -0.78 0.420
H -2.24 2.10 -2.64 0.438
H -1.00 0.43 -4.41 0.422
H 1.92 -1.64 -3.20 0.453
H 0.95 -2.93 -0.50 0.391
H -4.25 0.05 -1.50 0.006
H 2.88 -1.77 -1.64 0.181
H 0.01 -2.92 -2.13 0.248
F 0.36 -0.56 6.06 -0.332
C 0.18 -0.31 4.75 0.568
C -0.33 0.92 4.32 0.121
F -0.59 1.87 5.25 -0.301
C -0.54 1.16 2.98 0.318
F -0.98 2.39 2.59 -0.315
C -0.28 0.16 2.03 -0.019
O -0.54 0.28 0.74 -0.646
C 0.30 -1.04 2.49 0.609
F 0.68 -1.98 1.56 -0.218
C 0.54 -1.29 3.83 -0.175
F 1.15 -2.43 4.22 -0.303
```

Orbital gap (alpha / beta) (eV): 6.68 / 4.41
Molecular weight (u): 430.1
LUMO level (alpha / beta) (eV): 2.4 / 2.6
Max |F| (eV/A): 3.58
Charge: -1
HOMO (alpha / beta) (eV): -4.3 / -1.8
Calculated total energy (eV): -31623.902

=====

# C46H97BrClN10O11P4

4 unconnected molecules or ions with the total composition C46H97BrClN10O11P4 in a non-equilibrium geometry (ωB97M-V with the def2-TZVPD basis set, the OMol25 dataset).

```
170
Properties=species:S:1:pos:R:3:mulliken_charge:R:1
C -3.98 5.09 -5.21 -1.144
C -3.14 3.98 -4.40 -0.248
C -2.77 4.63 -2.96 -0.351
C -3.83 4.22 -1.79 -0.487
C -3.07 4.27 -0.38 -0.716
P -3.05 2.72 0.69 1.508
C -2.51 1.47 -0.67 -0.685
C -0.91 1.51 -0.98 0.145
O -0.75 0.76 -2.26 -0.253
C -0.75 1.67 -3.36 0.213
O -1.29 1.27 -4.42 -0.577
C -4.98 2.46 0.49 -0.511
C -5.37 1.17 -0.34 0.510
O -5.75 1.14 -1.53 -0.585
Cl -5.26 -0.46 0.55 -0.258
O -3.56 3.48 2.21 -0.503
C -2.56 3.32 3.28 0.744
C -2.73 2.10 4.31 -1.620
C -2.45 0.62 3.86 -0.228
C -1.42 -0.12 4.89 -1.286
C -3.09 4.51 4.28 -0.790
C -4.60 4.96 3.93 0.363
O -4.91 6.11 3.53 -0.552
Br -6.18 3.73 4.16 -0.211
C -1.16 3.55 2.50 1.509
C 0.07 3.08 3.43 -0.727
C 0.72 1.67 3.08 0.490
C 1.99 1.68 2.09 -0.428
C 3.32 2.31 2.70 0.241
O 3.42 3.31 3.44 -0.563
O 4.57 1.67 2.31 -0.399
C 4.81 1.96 0.90 -0.154
C 4.66 0.69 -0.07 -0.512
C -0.80 5.00 1.86 -0.291
C 0.59 5.03 1.13 -0.405
C 0.88 6.41 0.53 -0.601
C -0.14 7.52 0.70 -0.399
N -1.42 7.56 1.30 -0.688
C -1.64 6.26 1.84 -0.164
O -1.37 2.82 1.24 -0.282
H -3.37 6.06 -5.20 0.293
H -4.17 4.70 -6.27 0.357
H -4.93 5.29 -4.62 0.253
H -2.13 3.81 -4.93 0.160
H -3.68 2.97 -4.32 0.269
H -1.70 4.30 -2.72 0.018
H -2.75 5.78 -3.07 0.391
H -4.36 3.25 -2.06 0.114
H -4.64 5.05 -1.80 0.327
H -3.56 5.11 0.24 0.424
H -1.97 4.56 -0.60 -0.229
H -3.20 1.51 1.47 -0.458
H -2.70 0.39 -0.29 0.328
H -3.01 1.59 -1.69 0.165
H -0.29 0.94 -0.21 -0.216
H -0.54 2.57 -1.21 0.190
H -0.25 2.70 -3.33 0.347
H -5.33 2.24 1.58 0.372
H -5.54 3.41 0.20 0.343
H -3.83 2.16 4.69 0.255
H -2.10 2.29 5.26 0.639
H -2.07 0.41 2.81 -0.145
H -3.43 0.01 3.97 0.554
H -0.67 0.61 5.35 0.131
H -2.02 -0.56 5.77 0.432
H -0.93 -1.03 4.38 0.269
H -3.13 4.17 5.38 0.414
H -2.37 5.42 4.28 0.391
H -0.22 3.02 4.55 0.461
H 0.94 3.85 3.46 0.728
H 1.11 1.22 4.07 -0.089
H 0.01 0.88 2.66 -0.188
H 1.74 2.05 1.02 0.083
H 2.24 0.56 1.93 0.535
H 5.84 2.41 0.71 0.367
H 4.04 2.74 0.55 0.148
H 5.53 0.66 -0.83 0.162
H 4.67 -0.29 0.51 0.272
H 3.71 0.76 -0.73 -0.008
H 1.32 4.17 1.05 0.130
H 1.86 6.58 -0.02 0.296
H 0.18 8.54 0.25 0.295
H -2.69 6.17 2.32 0.298
O -1.67 -5.36 -2.58 -0.811
P -3.00 -5.25 -3.37 0.795
N -2.94 -3.53 -3.36 0.219
C -4.00 -2.57 -3.10 -0.406
C -1.93 -2.94 -4.23 -0.667
N -3.92 -5.88 -2.04 0.222
C -4.40 -5.02 -0.97 -1.120
C -3.35 -7.08 -1.44 -1.128
N -4.49 -5.20 -4.32 0.014
C -4.36 -4.84 -5.72 -1.096
C -5.86 -5.37 -3.89 -0.871
H -4.76 -2.56 -3.89 0.120
H -3.60 -1.56 -3.03 0.240
H -4.49 -2.73 -2.15 -0.082
H -2.28 -2.88 -5.26 0.310
H -1.01 -3.54 -4.23 0.352
H -1.64 -1.94 -3.90 -0.043
H -3.61 -4.41 -0.53 0.319
H -4.85 -5.62 -0.16 0.401
H -5.22 -4.39 -1.31 0.266
H -2.54 -6.85 -0.74 0.343
H -2.96 -7.75 -2.21 0.364
H -4.12 -7.64 -0.89 0.316
H -4.61 -3.78 -5.89 0.299
H -5.01 -5.44 -6.36 0.406
H -3.34 -5.00 -6.08 0.323
H -6.24 -4.47 -3.40 0.278
H -5.99 -6.22 -3.23 0.288
H -6.53 -5.57 -4.74 0.360
O 4.82 -0.65 -3.36 -0.792
P 4.92 0.22 -4.63 0.877
N 3.54 -0.54 -5.32 0.219
C 3.31 -1.01 -6.66 -0.861
C 2.27 -0.16 -4.69 -1.103
N 6.38 -0.56 -5.13 0.189
C 6.38 -1.81 -5.87 -1.087
C 7.39 -0.68 -4.07 -1.071
N 5.04 1.27 -6.05 0.040
C 4.07 2.34 -6.17 -1.119
C 5.92 1.16 -7.20 -0.923
H 3.25 -0.21 -7.40 0.222
H 2.38 -1.57 -6.73 0.365
H 4.07 -1.73 -6.99 0.188
H 1.89 0.79 -5.09 0.366
H 2.38 -0.05 -3.61 0.241
H 1.50 -0.93 -4.83 0.334
H 5.76 -2.58 -5.40 0.294
H 7.39 -2.21 -5.99 0.384
H 6.05 -1.65 -6.90 0.270
H 7.19 -1.51 -3.39 0.332
H 7.42 0.24 -3.47 0.359
H 8.39 -0.81 -4.49 0.314
H 3.25 2.07 -6.84 0.306
H 4.52 3.27 -6.53 0.425
H 3.63 2.58 -5.19 0.307
H 5.57 0.39 -7.90 0.282
H 6.95 0.96 -6.92 0.292
H 5.96 2.10 -7.77 0.355
O 1.46 -2.63 5.15 -0.788
P 2.65 -3.36 5.81 0.884
N 1.67 -4.71 6.24 0.205
C 1.62 -5.46 7.47 -0.826
C 1.27 -5.56 5.11 -1.086
N 2.74 -2.20 7.10 0.249
C 1.92 -2.30 8.29 -1.154
C 2.70 -0.80 6.64 -1.277
N 4.06 -4.16 6.50 -0.014
C 4.63 -5.26 5.74 -1.099
C 4.71 -3.96 7.78 -0.877
H 2.53 -6.04 7.66 0.205
H 0.79 -6.17 7.47 0.390
H 1.42 -4.83 8.34 0.164
H 2.06 -6.27 4.85 0.302
H 1.06 -4.96 4.22 0.285
H 0.36 -6.11 5.33 0.395
H 0.85 -2.43 8.06 0.292
H 2.02 -1.42 8.93 0.401
H 2.25 -3.12 8.93 0.307
H 1.68 -0.47 6.43 0.336
H 3.29 -0.67 5.74 0.401
H 3.13 -0.14 7.40 0.372
H 4.30 -6.23 6.13 0.301
H 5.73 -5.25 5.75 0.397
H 4.34 -5.20 4.69 0.325
H 4.15 -4.43 8.59 0.271
H 4.86 -2.90 8.01 0.287
H 5.72 -4.39 7.80 0.354
```

Orbital gap (eV): 5.39
Molecular weight (u): 1205.6
LUMO level (eV): 0.3
Max |F| (eV/A): 7.78
Charge: -1
HOMO (eV): -5.0
Calculated total energy (eV): -206402.175

=====

# C7H24N5O3P

3 unconnected molecules or ions with the total composition C7H24N5O3P in a non-equilibrium geometry (ωB97M-V with the def2-TZVPD basis set, the OMol25 dataset).

```
40
Properties=species:S:1:pos:R:3:mulliken_charge:R:1
N -3.42 2.64 -0.66 -0.578
C -3.43 1.88 -2.00 -0.332
C -1.97 1.87 -2.74 -0.490
C -1.38 0.38 -3.10 -0.647
C -0.69 -0.42 -1.84 -0.449
C -1.67 -0.68 -0.56 -0.634
P -1.29 0.53 0.92 0.538
O -0.97 1.60 2.29 -0.669
H -3.92 3.56 -0.78 0.264
H -2.44 2.89 -0.39 0.186
H -3.93 0.82 -1.89 0.192
H -4.18 2.50 -2.69 0.303
H -1.19 2.55 -2.14 0.264
H -2.12 2.43 -3.78 0.267
H -0.51 0.55 -3.90 0.303
H -2.20 -0.25 -3.68 0.268
H -0.40 -1.50 -2.26 0.282
H 0.34 0.07 -1.51 0.159
H -2.81 -0.73 -0.82 0.300
H -1.39 -1.76 -0.13 0.310
H -2.73 0.75 1.05 0.037
H -0.42 1.35 0.10 -0.065
H -0.78 -0.59 1.72 -0.159
H 0.00 1.85 2.29 0.410
N 3.66 2.13 0.30 -0.422
C 3.04 1.37 1.22 0.698
N 3.62 0.18 1.45 -0.338
O 2.03 1.73 1.81 -0.699
H 4.48 1.84 -0.20 0.155
H 3.25 3.03 0.10 0.223
H 3.18 -0.42 2.14 0.209
H 4.45 -0.14 0.97 0.142
N 2.86 -4.72 2.46 -0.399
C 2.18 -3.57 2.53 0.652
N 0.91 -3.64 2.07 -0.352
O 2.66 -2.53 2.96 -0.677
H 2.48 -5.58 2.11 0.162
H 3.82 -4.71 2.79 0.231
H 0.36 -2.79 2.10 0.198
H 0.50 -4.48 1.71 0.158
```

Orbital gap (eV): 9.23
Molecular weight (u): 257.3
LUMO level (eV): 0.5
Max |F| (eV/A): 2.63
HOMO (eV): -8.7
Calculated total energy (eV): -30528.269

=====

> Among the records above, which one has the lowest max |F|?

C18H23N6O6PPd

=====

> max |F| of number 6 (C7H24N5O3P)?

2.63 eV/A

=====

Please write out number 4 again, unchanged.
# C13H10F5LaNO

A molecular structure, C13H10F5LaNO in a non-equilibrium geometry (ωB97M-V with the def2-TZVPD basis set, the OMol25 dataset).

```
31
Properties=species:S:1:pos:R:3:mulliken_charge:R:1
C -0.54 0.90 -3.52 -0.705
C 0.83 0.81 -3.12 -0.777
C 1.00 1.58 -1.91 -0.598
C -0.27 2.15 -1.58 -0.415
C -1.21 1.74 -2.56 -0.421
La -0.63 -0.62 -1.29 1.142
N -3.26 0.41 -1.39 -0.573
C 0.85 -2.47 -1.51 -0.686
C 1.90 -1.87 -2.13 -0.971
H 1.95 1.75 -1.39 0.377
H 1.61 0.28 -3.64 0.761
H -0.45 2.87 -0.78 0.420
H -2.24 2.10 -2.64 0.438
H -1.00 0.43 -4.41 0.422
H 1.92 -1.64 -3.20 0.453
H 0.95 -2.93 -0.50 0.391
H -4.25 0.05 -1.50 0.006
H 2.88 -1.77 -1.64 0.181
H 0.01 -2.92 -2.13 0.248
F 0.36 -0.56 6.06 -0.332
C 0.18 -0.31 4.75 0.568
C -0.33 0.92 4.32 0.121
F -0.59 1.87 5.25 -0.301
C -0.54 1.16 2.98 0.318
F -0.98 2.39 2.59 -0.315
C -0.28 0.16 2.03 -0.019
O -0.54 0.28 0.74 -0.646
C 0.30 -1.04 2.49 0.609
F 0.68 -1.98 1.56 -0.218
C 0.54 -1.29 3.83 -0.175
F 1.15 -2.43 4.22 -0.303
```

Orbital gap (alpha / beta) (eV): 6.68 / 4.41
Molecular weight (u): 430.1
LUMO level (alpha / beta) (eV): 2.4 / 2.6
Max |F| (eV/A): 3.58
Charge: -1
HOMO (alpha / beta) (eV): -4.3 / -1.8
Calculated total energy (eV): -31623.902

=====

> What is the formula in the third record?

C18H23N6O6PPd